No. 1
The following is a DFT calculation (the ωB97M-V functional and the def2-TZVPD basis) of 2 unconnected molecules or ions with the total composition C2H3N2OP at a distorted geometry.

E_LUMO	0.001	Ha
charge	0
Kohn-Sham gap	0.3153	Eh

The geometry in XYZ format:
```
9
C2H3N2OP | the OMol25 dataset | the ωB97M-V functional and the def2-TZVPD basis
H -1.86 -0.51 0.28
P 0.82 -2.04 1.41
N -0.57 1.21 -0.29
H 0.33 -0.66 1.92
H 0.56 1.86 -1.56
C 0.95 -1.38 -0.10
C -1.30 0.44 0.19
O 0.89 -1.08 -1.20
N 0.18 2.15 -0.65
```



No. 2
The following is a DFT calculation (the ωB97M-V functional and the def2-TZVPD basis) of a gas-phase ion, C12H22N3 (charge +1) at a distorted geometry.

SMILES	CC(C)/[NH+]=C/[C@H](C)C(C)(C)c1ncc[nH]1
E_LUMO	-0.151	Ha
charge	+1
Kohn-Sham gap	0.2630	Eh

The geometry in XYZ format:
```
37
C12H22N3 | the OMol25 dataset | the ωB97M-V functional and the def2-TZVPD basis
N -2.10 0.18 0.20
H -0.75 0.03 -1.37
H 0.19 2.46 -0.17
H -5.12 1.64 0.56
H -3.35 1.10 -1.18
N 3.45 -0.06 -1.11
H 1.17 -0.95 -2.05
H 0.30 -1.94 1.73
H 1.72 2.12 0.02
H 0.93 1.48 -1.36
C -3.38 0.44 -0.37
H -2.30 0.06 1.13
C 1.14 -1.58 -1.15
C 0.28 0.34 0.38
H 1.75 -2.52 0.93
H 5.32 0.61 -1.56
H 1.97 -1.29 2.06
H -4.70 0.18 1.25
H -3.63 1.58 1.60
H 3.14 0.26 2.05
N 3.40 0.36 1.11
H -3.44 -1.15 -1.71
H -4.90 -0.19 -1.49
H -4.47 -1.47 -0.30
C -0.96 0.17 -0.37
C 1.39 -0.82 0.17
C 1.29 -1.71 1.36
C -4.13 -0.72 -0.96
H 0.11 -2.05 -1.24
H 5.26 1.32 1.31
H 0.13 0.34 1.44
C 4.57 0.62 -0.78
H 1.92 -2.33 -1.36
C 0.79 1.66 -0.28
C -4.27 1.09 0.87
C 4.57 0.88 0.62
C 2.72 -0.12 0.01
```



No. 3
The following is a DFT calculation (the ωB97M-V functional and the def2-TZVPD basis) of C6H10N2OS2 in the gas phase at a distorted geometry.

SMILES	C[C@]1(N)S[C@H]2C[C@]1(N)OC2=S
E_LUMO	0.013	Ha
charge	0
Kohn-Sham gap	0.3300	Eh

The geometry in XYZ format:
```
21
C6H10N2OS2 | the OMol25 dataset | the ωB97M-V functional and the def2-TZVPD basis
H -1.96 1.64 -0.87
H 0.37 1.11 -1.83
S 2.44 -2.84 -0.40
O 1.29 -0.74 0.67
C 1.53 -1.52 -0.41
H 1.86 1.89 1.07
S -0.95 -1.07 -1.34
N -1.79 1.28 0.08
C -1.47 -0.79 1.29
H -1.49 -0.22 2.25
C 0.65 0.43 0.27
H -0.64 -1.55 1.30
C 0.86 -0.88 -1.55
N 0.81 1.52 1.04
H 1.10 -1.38 -2.50
H -2.40 -1.31 1.09
C -1.00 0.10 0.15
H 1.98 1.15 -1.32
C 1.10 0.62 -1.19
H 0.41 1.55 1.90
H -2.71 1.00 0.31
```



No. 4
The following is a DFT calculation (the ωB97M-V functional and the def2-TZVPD basis) of 2 unconnected molecules or ions with the total composition C4H10NO.

2S+1	2
E_LUMO (alpha / beta)	0.021 / 0.021	Ha
charge	0
Kohn-Sham gap (alpha / beta)	0.2396 / 0.3205	Eh

The geometry in XYZ format:
```
16
C4H10NO | the OMol25 dataset | the ωB97M-V functional and the def2-TZVPD basis
H 0.90 1.48 2.01
H 2.40 0.91 0.32
H 0.13 -0.10 -1.29
H -2.16 0.06 1.52
H 2.04 1.09 -1.54
O -0.98 -1.27 -2.48
H -0.93 -2.23 -2.41
C 0.44 0.50 2.01
C 1.77 0.78 -0.54
H -0.28 0.39 2.81
C -0.25 0.18 0.71
N 0.57 0.11 -0.40
H -2.01 -0.58 -0.21
H 1.24 -0.23 2.18
C -1.56 -0.12 0.64
H -1.34 -0.99 -3.33
```



Calculated energy (eV), listed in the same order as above: -16434.28720, -17262.70957, -33081.26779, -7845.57937
Calculated relative energy (zero: lowest compared OMol25 entry of this formula, charge and spin) (kcal per mole), listed in the same order as above: 95.9, 38.1, 0.0, 4.6